This record from the OMol25 dataset describes a single C9H11NO2S molecule. The level of theory is the ωB97M-V functional and the def2-TZVPD basis.

Its highest occupied orbital energy (spin up / spin down) is -8.58 / -8.57 eV. For the relative energy (zero: lowest compared OMol25 entry of this formula, charge and spin), the calculation gives 337.24 kJ/mol. The frontier orbital gap (spin up / spin down) is 0.2443 / 0.2435 Ha. The structure (SMILES) is CC(=S)/C=C1/C(C)=C(O)[N+]([O-])=C1C. The calculation puts the total energy at -952.865135 Eh.

```
24
C9H11NO2S | the OMol25 dataset | the ωB97M-V functional and the def2-TZVPD basis
C 1.05 2.90 -0.14
H -0.71 -2.03 -1.27
C 0.16 0.43 -0.28
C 2.37 0.72 -0.04
C -1.17 0.78 -0.29
H -1.37 1.81 -0.56
C 0.79 -0.87 -0.33
O 3.06 -1.47 -0.21
H 0.59 3.25 -1.06
H 4.09 0.12 0.15
S -3.81 0.54 -0.40
H -2.84 -0.97 1.85
C -2.30 0.02 0.07
H 2.02 3.37 -0.03
H 0.42 3.20 0.69
H 0.14 -2.89 0.03
C 1.23 1.42 -0.18
H -1.19 -1.32 1.32
C -2.20 -1.15 0.98
O 3.65 1.01 0.17
N 2.09 -0.67 -0.20
C 0.25 -2.18 -0.79
H 0.96 -2.60 -1.50
H -2.58 -2.05 0.50
```

Results of the Mulliken charge analysis, in e, for atoms 1 through 8: C -1.706; H 0.386; C 1.297; C 0.526; C -0.569; H 0.459; C 0.036; O -0.863


This record from the OMol25 dataset describes 2 unconnected molecules or ions with the total composition C9H11NO2S. The level of theory is the ωB97M-V functional and the def2-TZVPD basis.

Its highest occupied orbital energy (spin up / spin down) is -7.05 / -7.92 eV. For the relative energy (zero: lowest compared OMol25 entry of this formula, charge and spin), the calculation gives 447.77 kJ/mol. The frontier orbital gap (spin up / spin down) is 0.2278 / 0.2704 Ha. The calculation puts the total energy at -952.823035 Eh.

```
24
C9H11NO2S | the OMol25 dataset | the ωB97M-V functional and the def2-TZVPD basis
H 3.01 -0.54 -1.86
H 3.54 -2.12 0.84
H -2.70 2.39 -1.43
H 2.89 0.78 -0.85
H -2.95 -1.32 1.59
C -1.07 0.78 1.14
C 0.13 0.78 -0.99
C 2.07 -1.10 0.06
H 1.63 -1.98 -0.32
S -1.16 -2.66 1.04
H -0.97 1.86 -2.65
C -2.13 1.47 0.51
H 1.05 -0.87 2.01
O 3.43 -1.24 0.58
H -3.05 1.87 0.92
C 0.09 0.36 0.38
C 2.33 -0.10 -1.12
C -2.07 1.84 -0.82
H -2.32 -0.93 0.13
O 1.23 0.50 -1.70
C -0.95 1.49 -1.56
H -0.94 0.52 2.15
C 1.04 -0.46 0.91
N -2.11 -1.31 1.03
```

Results of the Mulliken charge analysis, in e, for atoms 1 through 8: H 0.324; H 0.326; H 0.478; H 0.389; H 0.276; C -0.669; C 0.435; C 0.584


This record from the OMol25 dataset describes 2 unconnected molecules or ions with the total composition C9H11NOS. The level of theory is the ωB97M-V functional and the def2-TZVPD basis.

Its highest occupied orbital energy is -9.06 eV. For the relative energy (zero: lowest compared OMol25 entry of this formula, charge and spin), the calculation gives 531.29 kJ/mol. The frontier orbital gap is 0.3600 Ha. The calculation puts the total energy at -877.535170 Eh.

```
23
C9H11NOS | the OMol25 dataset | the ωB97M-V functional and the def2-TZVPD basis
H -0.17 2.40 0.38
H -1.96 -1.75 1.45
C 3.01 2.77 -0.42
C -3.74 -2.80 1.90
H -4.15 -3.08 -0.40
C -3.01 -1.56 1.41
H -4.11 -3.19 2.75
C 2.20 0.62 -1.17
C -3.79 -2.65 0.63
H 0.19 -2.47 0.20
N 0.50 -1.61 -0.30
C 3.25 1.58 -1.03
O -0.83 -0.24 -2.07
H 3.60 3.71 -0.24
H 0.92 -1.91 -1.26
H 4.23 1.27 -1.32
H 2.47 -0.36 -1.51
C 1.80 3.03 0.17
S -0.44 -0.26 -0.64
C 1.01 0.91 -0.55
H -3.51 -0.58 1.43
C 0.82 2.14 0.09
H 1.71 4.01 0.50
```

Results of the Mulliken charge analysis, in e, for atoms 1 through 8: H 0.327; H 0.175; C -0.233; C -0.402; H 0.289; C -0.521; H 0.392; C -0.418


This record from the OMol25 dataset describes 2 unconnected molecules or ions with the total composition C9H11O3. The level of theory is the ωB97M-V functional and the def2-TZVPD basis.

Its highest occupied orbital energy is -4.12 eV. For the relative energy (zero: lowest compared OMol25 entry of this formula, charge and spin), the calculation gives 130.89 kJ/mol. The frontier orbital gap is 0.2633 Ha. The net charge is -1. The calculation puts the total energy at -575.308574 Eh.

```
23
C9H11O3 | the OMol25 dataset | the ωB97M-V functional and the def2-TZVPD basis
C -2.41 -1.12 1.75
H 3.10 2.40 -2.84
H 1.58 0.17 -0.55
C -0.35 -2.00 1.12
O 0.04 2.13 -1.64
O 1.82 3.29 -0.97
C 1.45 -0.75 0.00
H 2.23 -0.75 0.77
H -2.65 0.96 1.43
C -0.83 0.26 0.52
O -3.70 -1.18 2.33
C 1.22 2.52 -1.76
H 1.77 1.85 -3.80
H 0.34 -2.82 1.10
C -2.01 0.11 1.25
H -0.76 1.18 -0.07
C -1.63 -2.25 1.62
H 2.43 0.86 -2.38
H -3.53 -1.24 3.26
H -1.99 -3.24 1.81
H 1.64 -1.46 -0.80
C 0.08 -0.78 0.62
C 2.17 1.83 -2.78
```

Results of the Mulliken charge analysis, in e, for atoms 1 through 8: C 0.342; H 0.266; H -0.195; C -0.361; O -0.774; O -0.753; C -0.772; H 0.321


This record from the OMol25 dataset describes 2 unconnected molecules or ions with the total composition C9H11O3. The level of theory is the ωB97M-V functional and the def2-TZVPD basis.

Its highest occupied orbital energy is -4.38 eV. For the relative energy (zero: lowest compared OMol25 entry of this formula, charge and spin), the calculation gives 51.95 kJ/mol. The frontier orbital gap is 0.2832 Ha. The net charge is -1. The calculation puts the total energy at -575.338642 Eh.

```
23
C9H11O3 | the OMol25 dataset | the ωB97M-V functional and the def2-TZVPD basis
C -0.41 1.61 -2.96
C 1.27 -1.75 1.28
H -1.65 0.59 1.82
H 1.18 -3.98 2.49
O 0.63 1.31 -2.26
H -1.10 3.33 -1.72
C 0.38 -2.02 2.30
H 0.56 1.33 -0.95
H -2.25 2.73 -3.02
H -1.42 -1.54 3.22
C 1.22 -0.56 0.56
O -0.54 1.29 -4.14
H 0.91 -3.30 4.06
C -0.71 0.06 1.83
H 1.92 -0.33 -0.23
O 0.01 1.44 0.06
C 0.50 -3.33 3.05
H -2.08 1.94 -1.60
C -1.46 2.49 -2.31
H -0.47 -3.83 3.04
H 2.02 -2.47 0.95
C 0.20 0.37 0.81
C -0.70 -1.15 2.52
```

Results of the Mulliken charge analysis, in e, for atoms 1 through 8: C 0.600; C -0.390; H 0.284; H 0.315; O -0.697; H 0.256; C 0.779; H 0.452


This record from the OMol25 dataset describes a molecular structure, C9H11O3. The level of theory is the ωB97M-V functional and the def2-TZVPD basis.

Its highest occupied orbital energy is -4.06 eV. For the relative energy (zero: lowest compared OMol25 entry of this formula, charge and spin), the calculation gives 209.29 kJ/mol. The frontier orbital gap is 0.2723 Ha. The net charge is -1. The calculation puts the total energy at -575.278713 Eh.

```
23
C9H11O3 | the OMol25 dataset | the ωB97M-V functional and the def2-TZVPD basis
H -0.05 -2.81 -1.51
H 0.16 -2.57 0.28
H -0.26 -0.67 -0.94
H -2.21 0.66 -0.63
H -0.30 -4.21 -0.46
O 2.39 -2.54 -0.99
C 1.24 1.71 0.53
H 2.16 2.08 0.76
C -2.31 2.83 1.11
C 0.18 2.44 0.96
H -2.61 3.49 0.30
O 2.21 -0.12 -0.42
H -3.32 2.11 1.20
C -1.36 0.86 -0.07
C -1.10 1.96 0.72
O 2.12 -4.74 -1.22
C 1.69 -3.62 -0.98
C -0.21 0.25 -0.46
H 0.32 3.42 1.53
H 2.09 -1.37 -0.76
C 0.30 -3.34 -0.58
C 1.18 0.60 -0.24
H -2.32 3.57 1.86
```

Results of the Mulliken charge analysis, in e, for atoms 1 through 8: H 0.169; H 0.264; H 0.491; H 0.331; H 0.357; O -0.613; C -0.337; H 0.494


This record from the OMol25 dataset describes 2 unconnected molecules or ions with the total composition C9H11O3. The level of theory is the ωB97M-V functional and the def2-TZVPD basis.

Its highest occupied orbital energy is -4.23 eV. For the relative energy (zero: lowest compared OMol25 entry of this formula, charge and spin), the calculation gives 292.14 kJ/mol. The frontier orbital gap is 0.2797 Ha. The net charge is -1. The calculation puts the total energy at -575.247160 Eh.

```
23
C9H11O3 | the OMol25 dataset | the ωB97M-V functional and the def2-TZVPD basis
C -1.29 1.93 -1.96
O 1.20 -0.14 2.75
H -2.83 3.65 -1.82
C 1.43 -2.14 3.80
C -0.33 -0.50 -0.90
H -1.45 4.03 -2.23
H -1.29 0.98 -3.92
O 0.26 -1.66 -0.61
C -1.19 0.78 -2.85
H 1.50 -1.51 4.47
H 2.23 -2.85 3.88
H 0.88 -1.64 0.32
C 1.46 -1.38 2.47
H -2.26 3.20 -3.39
C -0.96 1.74 -0.58
O 2.05 -1.78 1.33
H -0.44 -1.09 -2.84
H 0.67 -2.88 4.12
C -2.00 3.20 -2.38
H -0.96 2.63 0.14
C -0.41 0.58 0.03
H -0.20 0.43 1.13
C -0.69 -0.27 -2.23
```

Results of the Mulliken charge analysis, in e, for atoms 1 through 8: C 0.821; O -0.679; H 0.326; C -1.386; C 0.563; H 0.439; H 0.259; O -0.603


This record from the OMol25 dataset describes 2 unconnected molecules or ions with the total composition C9H11O3. The level of theory is the ωB97M-V functional and the def2-TZVPD basis.

Its highest occupied orbital energy is -3.79 eV. For the relative energy (zero: lowest compared OMol25 entry of this formula, charge and spin), the calculation gives 166.00 kJ/mol. The frontier orbital gap is 0.2665 Ha. The net charge is -1. The calculation puts the total energy at -575.295204 Eh.

```
23
C9H11O3 | the OMol25 dataset | the ωB97M-V functional and the def2-TZVPD basis
C 1.65 -0.20 0.50
H 4.23 -0.59 0.35
H 2.11 -0.77 1.31
O -1.52 1.03 -0.78
C 0.71 1.37 -1.46
C 0.27 -0.09 0.45
H -2.54 0.96 0.07
H 2.67 1.57 -2.20
O -3.52 0.73 0.61
H 0.27 2.07 -2.16
C 4.12 0.16 -0.33
C -3.36 -1.68 0.99
C 2.54 0.28 -0.46
C 2.09 1.20 -1.41
H -4.01 -2.42 0.51
H -2.44 -1.75 0.38
C -4.03 -0.37 1.06
C -0.30 0.81 -0.55
H 4.68 1.07 -0.24
O -5.06 -0.21 1.74
H -0.20 -0.89 1.00
H -2.88 -2.04 1.91
H 4.52 -0.23 -1.29
```

Results of the Mulliken charge analysis, in e, for atoms 1 through 8: C -0.468; H 0.379; H 0.222; O -0.779; C -0.516; C -0.323; H 0.492; H 0.375


This record from the OMol25 dataset describes 2 unconnected molecules or ions with the total composition C9H11O3. The level of theory is the ωB97M-V functional and the def2-TZVPD basis.

Its highest occupied orbital energy (spin up / spin down) is -8.80 / -9.96 eV. For the relative energy (zero: lowest compared OMol25 entry of this formula, charge and spin), the calculation gives 147.89 kJ/mol. As for the spin multiplicity: 2. The frontier orbital gap (spin up / spin down) is 0.3447 / 0.2869 Ha. The calculation puts the total energy at -575.176880 Eh.

```
23
C9H11O3 | the OMol25 dataset | the ωB97M-V functional and the def2-TZVPD basis
O -2.66 -1.40 -0.51
C -1.48 -1.24 -0.14
C 0.93 -1.16 1.16
H 2.57 -0.09 1.98
H -1.84 3.58 -1.42
H -1.88 1.83 -1.97
C 2.29 -1.18 1.80
H 0.11 0.76 2.02
C -1.48 2.61 -1.31
H 2.39 -1.88 2.62
O 0.56 1.22 -1.77
H 3.15 -1.55 1.22
C -1.11 -0.11 0.65
H -1.82 0.53 0.99
H -0.72 -3.03 -1.27
C 0.05 -0.12 1.31
C 0.70 -2.24 0.22
H 0.20 0.47 -1.24
C -0.47 -2.34 -0.44
O 0.70 3.34 -1.88
H 1.66 -2.80 -0.05
H -1.83 2.38 -0.37
C -0.03 2.43 -1.59
```

Results of the Mulliken charge analysis, in e, for atoms 1 through 8: O -0.597; C 0.500; C 1.139; H 0.323; H 0.329; H 0.296; C -1.387; H 0.301


This record from the OMol25 dataset describes a single C9H12 molecule. The level of theory is the ωB97M-V functional and the def2-TZVPD basis.

Its highest occupied orbital energy is -8.32 eV. For the relative energy (zero: lowest compared OMol25 entry of this formula, charge and spin), the calculation gives 517.25 kJ/mol. The frontier orbital gap is 0.3085 Ha. The calculation puts the total energy at -349.907881 Eh.

```
21
C9H12 | the OMol25 dataset | the ωB97M-V functional and the def2-TZVPD basis
H 0.28 0.41 -1.98
H -3.80 -0.41 -0.43
C -3.09 -0.24 0.47
C 0.23 1.22 -1.27
H 3.54 0.53 1.05
H 3.54 -1.07 0.39
H -1.21 -1.95 -0.40
H -1.63 2.01 -0.49
H 0.03 2.09 -1.86
H 2.77 -0.73 2.05
H -3.11 -1.11 1.09
C -1.09 1.12 -0.48
C 0.65 -1.07 -0.05
H 1.26 0.91 1.03
H -3.51 0.63 0.98
C 2.88 -0.38 1.02
C 1.66 0.11 0.29
C 1.79 1.16 -0.81
H 1.15 -2.04 -0.44
C -0.68 -1.14 -0.10
C -1.66 -0.05 -0.07
```

Results of the Mulliken charge analysis, in e, for atoms 1 through 8: H 0.433; H 0.273; C -1.372; C -0.806; H 0.422; H 0.324; H 0.457; H 0.460